A molecular structure, C19H23N6O2V, computed with wB97M-V/def2-TZVPD.

Its spin multiplicity is 3. The calculation puts the energy above the lowest of the compared OMol25 structures with the same formula, charge and spin at 0.707 eV. As for the expectation value of S²: 2.01. The value obtained for the total energy is -58785.1438 eV. The HOMO energy (spin up / spin down) is -15.11 / -15.19 eV. Its net charge is +2.

XYZ file:
```
51
Properties=species:S:1:pos:R:3:forces:R:3:lowdin_spin:R:1
V -0.61265 -0.03921 0.26718 0.582 -2.700 0.106 1.861
C 3.03226 -2.20831 1.69047 -1.142 -0.519 -1.182 -0.003
C 2.73419 -2.78040 0.42010 0.105 0.221 0.868 0.001
C 1.38132 -2.88135 0.08040 0.214 0.719 -1.993 0.000
C 0.35550 -2.32777 0.85373 -0.321 0.222 0.863 0.003
C 0.66245 -1.86739 2.16486 0.039 -0.487 -0.814 -0.002
C 2.00101 -1.81923 2.54707 0.019 -0.665 -1.299 0.002
H 4.02878 -2.10461 2.04746 0.718 -0.057 0.046 0.000
H 3.52914 -3.14696 -0.28371 -0.932 0.405 0.945 0.000
H 1.14156 -3.22401 -0.94784 -0.015 0.014 0.912 0.000
H -0.70737 -2.33881 0.47711 0.906 -0.574 0.330 0.001
H -0.10358 -1.68770 2.90934 -0.121 0.273 -0.132 0.000
H 2.29068 -1.58641 3.52640 0.087 0.573 1.322 0.000
N -3.35243 1.28736 -1.57181 0.080 0.067 1.191 0.014
C -2.64072 2.40221 -1.99229 0.726 -0.119 -0.033 -0.006
C -1.56371 2.51281 -1.17157 -1.382 -1.130 0.298 0.013
N -1.61879 1.54604 -0.17636 -2.239 -0.549 -0.884 -0.013
C -2.74783 0.78243 -0.42310 0.174 2.550 -2.454 0.004
C -3.06434 -0.39712 0.32830 -2.616 -0.436 2.691 0.000
N -2.43682 -0.60382 1.52313 1.321 0.278 -2.365 0.005
C -3.09059 -1.57009 2.19368 -1.012 1.130 -0.579 0.011
C -4.28340 -1.78543 1.54441 -1.959 -1.400 0.438 -0.001
N -4.32119 -1.06288 0.40229 2.360 0.681 -1.377 0.010
H -4.31639 1.14159 -1.87901 0.517 -0.336 0.155 0.000
H -2.81913 3.01733 -2.88844 -0.425 -0.649 0.682 0.000
H -0.80777 3.22212 -1.24251 1.247 0.922 0.124 0.001
H -2.80165 -1.87922 3.16137 0.288 -0.436 0.642 0.001
H -5.17474 -2.38336 1.88003 1.255 0.584 -0.573 0.000
H -4.92708 -1.17726 -0.42903 0.203 -0.090 1.146 0.000
C 3.50123 2.73942 -1.40430 0.403 0.059 -1.265 0.001
C 2.64725 2.12022 -0.37982 -0.757 0.625 2.027 0.006
C 2.53125 2.50539 0.98508 -0.415 -0.847 1.106 0.002
C 1.45984 1.73269 1.52913 1.695 1.234 -1.150 0.006
N 1.00437 0.89723 0.59091 1.229 0.709 -2.552 0.003
N 1.69081 1.20094 -0.61349 1.112 0.954 2.125 0.013
C 0.81642 1.70541 2.85233 -2.081 0.068 0.842 0.004
H 3.04768 2.60680 -2.40445 0.008 0.447 0.431 0.000
H 4.46369 2.23742 -1.53341 0.050 -0.025 0.445 0.000
H 3.70519 3.80964 -1.18439 -0.295 -0.792 -0.182 0.000
H 3.18057 3.12886 1.65851 -0.782 -0.435 -1.384 0.000
H 1.59283 0.65233 -1.44497 -0.519 -0.482 -0.198 0.001
H 1.15237 0.78693 3.35219 -0.201 0.331 0.210 0.000
H -0.32918 1.62942 2.69497 1.638 -0.105 0.267 0.002
H 0.90803 2.58872 3.53392 0.496 -0.737 -0.903 0.000
C 0.00329 -0.87272 -3.91445 -0.066 0.447 -0.082 -0.001
C -0.40473 -1.30789 -2.52747 -0.167 -2.340 -1.473 0.004
O -0.90302 -2.43724 -2.40859 0.536 2.462 1.286 0.007
O -0.12798 -0.40324 -1.60455 -0.528 0.107 1.416 0.048
H -0.86827 -0.32482 -4.33909 0.820 -0.190 0.018 0.000
H 0.22825 -1.74117 -4.50978 -0.399 -0.392 -0.238 0.000
H 0.93341 -0.29487 -3.93991 -0.454 0.411 0.180 0.000
```
Positions in Å, forces in eV/Å.



2 unconnected molecules or ions with the total composition C4H15N2O, computed with wB97M-V/def2-TZVPD.

Its spin multiplicity is 2. The calculation puts the energy above the lowest of the compared OMol25 structures with the same formula, charge and spin at 1.754 eV. As for the expectation value of S²: 0.75. The value obtained for the total energy is -9399.1512 eV. The HOMO energy (spin up / spin down) is -17.31 / -17.31 eV. Its net charge is +2.

XYZ file:
```
22
Properties=species:S:1:pos:R:3:forces:R:3:lowdin_spin:R:1
C -0.57355 -2.20771 0.19360 0.395 3.345 -0.046 0.122
C -0.94485 -1.09577 1.19693 -0.956 -0.184 0.323 0.012
C -1.06647 0.37777 0.69396 1.203 -1.453 0.352 0.008
C -0.40955 2.14499 -0.89322 -0.028 -0.066 -1.616 0.000
N -0.08294 0.75584 -0.40180 -1.079 0.806 1.953 0.003
N -1.37863 -2.22369 -1.00178 0.432 -3.193 0.819 0.734
H -0.53858 -3.21521 0.65363 -0.135 -0.113 -0.194 0.067
H 0.43380 -1.91183 -0.13804 0.181 -1.045 -0.129 0.016
H -1.94906 -1.29141 1.58223 0.106 -0.139 0.280 0.000
H -0.27274 -1.16968 2.04548 0.204 -0.090 -0.002 -0.001
H -0.84888 1.02674 1.53627 -0.422 0.189 -0.010 0.000
H -2.07933 0.46364 0.32270 0.043 0.725 -0.328 0.001
H -1.47994 2.30990 -0.97172 -0.107 -0.483 -0.163 0.000
H 0.06002 2.16014 -1.87550 -0.138 0.646 -0.010 0.000
H -0.05183 2.96128 -0.27104 0.562 -0.543 0.364 0.000
H 0.88771 0.80046 -0.09352 0.297 -0.230 0.381 0.000
H -0.13747 -0.00500 -1.05512 0.074 0.381 -1.242 0.004
H -0.92993 -2.88639 -1.65070 -0.232 0.656 -0.804 0.014
H -2.39249 -2.39909 -0.97576 -0.146 0.826 0.028 0.020
H 3.40581 2.18073 1.04401 0.580 0.281 0.281 0.000
H 4.61581 1.69867 0.17005 0.290 0.184 0.226 0.000
O 3.66391 1.69653 0.26158 -1.123 -0.499 -0.464 0.000
```
Positions in Å, forces in eV/Å.



A gas-phase ion, C4H13N2S (charge +1), computed with wB97M-V/def2-TZVPD.

As for the structure (SMILES): CNC[C@@H]([NH3+])CS. The calculation puts the energy above the lowest of the compared OMol25 structures with the same formula, charge and spin at 1.062 eV. The value obtained for the total energy is -18167.4309 eV. The HOMO energy is -12.96 eV. Its net charge is +1.

XYZ file:
```
20
Properties=species:S:1:pos:R:3:forces:R:3:nbo_charge:R:1
C -2.69385 -0.33526 1.05826 0.615 0.128 0.005 -0.413
N -1.57313 -0.13490 0.11641 -0.425 -0.033 0.198 -0.625
C -0.27901 -0.47220 0.65101 -0.016 -0.264 0.192 -0.244
C 0.77162 0.37723 -0.06980 -0.497 -0.824 0.062 -0.061
N 2.10057 0.20686 0.62912 -0.373 -0.040 0.507 -0.675
C 0.94031 -0.02873 -1.52637 0.209 0.442 -0.015 -0.554
S 1.77416 1.22031 -2.53597 0.416 0.067 -0.194 -0.012
H -2.78175 -1.37684 1.38146 -0.259 -0.025 -0.141 0.184
H -3.58364 0.02468 0.55526 -0.250 -0.186 0.143 0.225
H -2.54059 0.25856 1.96342 0.019 0.113 -0.195 0.198
H -1.79784 -0.65851 -0.71712 0.184 -0.038 -0.139 0.367
H -0.00096 -1.53601 0.59903 -0.075 -0.138 -0.122 0.178
H -0.33397 -0.23982 1.71917 0.327 0.181 0.002 0.210
H 0.45304 1.38725 0.07267 0.107 0.800 -0.222 0.242
H 2.87068 0.71510 0.18208 -0.093 -0.139 -0.173 0.458
H 2.30007 -0.79391 0.71926 0.311 0.118 -0.257 0.438
H 2.00419 0.54683 1.58492 0.150 0.186 0.121 0.443
H 1.62854 -0.87720 -1.57277 -0.257 -0.218 -0.086 0.227
H -0.00875 -0.31505 -1.97131 0.046 -0.014 0.066 0.259
H 0.75031 2.03162 -2.83875 -0.138 -0.116 0.249 0.154
```
Positions in Å, forces in eV/Å.



A molecular structure, C4H5GaLiO5, computed with wB97M-V/def2-TZVPD.

Its spin multiplicity is 2. The calculation puts the energy above the lowest of the compared OMol25 structures with the same formula, charge and spin at 7.174 eV. As for the expectation value of S²: 0.75. The value obtained for the total energy is -66987.9617 eV. The HOMO energy (spin up / spin down) is -25.02 / -27.92 eV. Its net charge is +4.

XYZ file:
```
16
Properties=species:S:1:pos:R:3:forces:R:3:lowdin_spin:R:1
O 2.74624 -1.22332 -0.04226 -1.468 -1.480 -0.855 0.151
C 2.02505 -0.16922 0.05289 -4.016 -0.035 -2.265 0.049
O 2.50098 0.84439 0.60449 -3.124 2.579 -0.513 0.153
O 0.81890 -0.22536 -0.45717 2.478 0.563 -0.493 0.012
C -1.05076 0.70023 -0.30509 -5.184 4.316 -4.990 0.001
C 0.19275 1.11769 -0.97296 3.299 -2.690 2.070 0.002
Ga 3.87283 -0.16181 0.88863 9.306 -0.583 4.005 0.615
H -1.55721 1.55766 0.14891 0.167 -0.350 0.283 0.000
H -1.41244 0.61995 -1.47030 -1.520 -0.314 2.633 0.001
H 0.60625 2.01818 -0.50597 0.244 -0.085 -0.250 0.001
H 0.27843 1.00733 -2.05825 -0.103 0.437 0.136 0.000
Li 2.34058 -2.72472 -1.08609 0.234 -1.155 -0.600 0.015
O -1.63566 -0.50021 0.32062 -2.156 1.816 0.192 0.001
C -2.72534 -0.46846 0.90362 3.678 -6.063 1.145 -0.001
O -3.12543 -1.33440 1.70786 -0.037 3.514 -1.728 0.000
H -3.87519 -1.05795 2.27105 -1.798 -0.469 1.231 0.000
```
Positions in Å, forces in eV/Å.



2 unconnected molecules or ions with the total composition C3H12N2OS, computed with wB97M-V/def2-TZVPD.

As for the structure (SMILES): NC[C@H](N)CS.O. The calculation puts the energy above the lowest of the compared OMol25 structures with the same formula, charge and spin at 0.987 eV. The value obtained for the total energy is -19167.7543 eV. The HOMO energy is -8.67 eV.

XYZ file:
```
19
Properties=species:S:1:pos:R:3:forces:R:3:nbo_charge:R:1
N -1.99013 0.27221 -0.61896 0.826 -0.146 -0.891 -0.826
C -0.93208 0.75904 0.27645 -0.879 0.361 0.808 -0.227
C -0.06745 -0.33163 0.94023 0.703 1.490 0.013 -0.075
N 0.23396 0.03594 2.34058 0.231 -0.770 -0.644 -0.870
C 1.33437 -0.48117 0.23826 -0.596 0.364 0.715 -0.559
S 1.55805 -2.08862 -0.48325 0.429 -0.407 -0.878 -0.027
H -1.56959 -0.28138 -1.36156 0.031 -0.253 0.059 0.344
H -2.33596 1.07156 -1.14426 -0.119 0.059 0.240 0.371
H -1.51681 1.18271 1.07937 -0.076 0.244 0.582 0.183
H -0.34735 1.63049 -0.07110 0.177 -0.560 -0.378 0.158
H -0.67223 -1.23909 0.94959 0.398 -0.165 -0.173 0.212
H -0.29812 -0.48646 3.01763 -0.191 0.597 0.100 0.377
H 0.31473 1.03227 2.46690 -0.341 -0.091 0.422 0.363
H 2.06551 -0.26598 1.01398 0.117 -0.452 0.095 0.237
H 1.58769 0.28496 -0.50329 -0.644 -0.282 -0.321 0.220
H 1.55870 -2.78620 0.64601 -0.028 -0.113 0.330 0.115
O -1.37644 3.00874 -2.03111 0.165 1.770 0.526 -0.937
H -1.84812 3.82998 -1.74852 0.100 -1.069 -0.391 0.471
H -0.46094 3.33335 -1.93873 -0.306 -0.579 -0.214 0.470
```
Positions in Å, forces in eV/Å.



12 unconnected molecules or ions with the total composition C4H29NO13, computed with wB97M-V/def2-TZVPD.

As for the structure (SMILES): O=CCCNC=O.O.O.O.O.O.O.O.O.O.O.O. The calculation puts the energy above the lowest of the compared OMol25 structures with the same formula, charge and spin at 2.986 eV. The value obtained for the total energy is -32726.8759 eV. The HOMO energy is -9.61 eV.

XYZ file:
```
47
Properties=species:S:1:pos:R:3:forces:R:3:nbo_charge:R:1
O 4.31626 0.27059 1.00006 0.364 -0.192 -0.143 -0.518
C 3.97250 1.41562 0.90791 -0.615 0.528 0.492 0.449
C 2.55825 1.85690 1.16180 -0.847 0.094 -0.001 -0.539
C 1.69760 0.73813 1.72611 0.307 -0.965 -0.615 -0.219
N 0.29849 1.04714 1.94065 0.886 0.446 0.158 -0.590
C -0.24463 2.20288 2.36625 -1.400 -1.138 -0.205 0.543
O -1.46274 2.28413 2.47695 0.436 0.678 0.404 -0.674
H 4.65121 2.23415 0.61824 0.305 -0.101 -0.127 0.113
H 2.44365 2.74977 1.77194 0.680 0.198 0.172 0.226
H 2.16565 2.18469 0.18916 -0.007 -0.132 0.068 0.250
H 1.73348 -0.06555 0.98472 -0.171 0.009 -0.018 0.214
H 2.16045 0.25189 2.59058 0.000 0.451 0.223 0.204
H -0.35174 0.30815 1.72455 -0.190 0.182 0.019 0.410
H 0.39735 3.04013 2.63000 0.461 0.044 -0.098 0.124
O 2.06039 1.41300 -2.26527 1.450 -0.093 -0.921 -0.977
H 2.48065 1.23085 -3.12674 -0.505 0.716 -0.015 0.489
H 2.47985 0.67127 -1.81656 -0.450 -0.497 0.809 0.506
O -2.69893 1.58685 -1.80917 -0.146 0.134 0.008 -0.969
H -2.11848 2.32609 -1.57485 -0.036 -0.136 0.261 0.500
H -2.56108 1.49571 -2.75049 0.053 -0.145 -0.492 0.475
O 1.90642 -1.37571 -2.05699 0.218 -0.383 0.164 -0.997
H 2.48083 -2.06102 -2.42320 0.216 0.147 -0.266 0.495
H 1.46300 -1.96058 -1.41965 -0.422 0.482 -0.018 0.504
O -2.48529 -1.01817 2.79378 0.003 0.127 0.066 -0.975
H -3.27225 -1.38470 2.37502 0.085 -0.004 -0.102 0.473
H -2.54724 -0.06818 2.56929 0.112 -0.164 -0.194 0.511
O 1.88110 -4.05863 -1.61362 -0.020 -0.194 -0.422 -0.978
H 0.91221 -4.00383 -1.68990 0.185 0.020 0.357 0.504
H 2.06124 -4.06543 -0.67283 -0.075 -0.145 0.248 0.474
O -0.16684 2.15314 -0.95819 0.379 0.936 0.193 -0.982
H 0.69471 2.28283 -1.39101 -0.475 -0.207 0.091 0.492
H -0.46573 1.28794 -1.22783 -0.098 -0.567 -0.123 0.484
O -0.09955 0.16968 -3.53358 -0.466 -0.242 -0.334 -0.985
H 0.45429 -0.60341 -3.33411 -0.050 0.376 0.232 0.495
H 0.33259 0.91442 -3.10518 0.221 -0.256 -0.001 0.475
O -3.61351 1.16139 1.44543 -0.679 -0.350 0.287 -0.934
H -4.27457 0.67904 1.96360 -0.087 0.366 -0.300 0.452
H -3.40037 1.93293 1.97789 0.283 0.205 0.056 0.497
O -3.19853 -0.87864 -0.44081 0.486 -0.866 -0.040 -0.974
H -2.86218 -0.27097 -1.11139 0.015 0.469 0.176 0.502
H -4.13694 -0.90724 -0.59770 -0.479 0.103 -0.094 0.463
O -0.56474 -2.77374 1.83044 -0.103 0.461 -0.424 -0.978
H -1.00710 -3.58206 2.10186 -0.076 0.028 0.136 0.478
H -1.22780 -2.05105 1.92776 0.131 -0.374 0.555 0.509
O -0.62006 -2.97860 -0.89005 0.401 -0.094 -0.273 -1.018
H -0.74787 -2.77953 0.05892 -0.033 -0.228 -0.103 0.506
H -1.47397 -3.00222 -1.32376 -0.247 0.275 0.154 0.488
```
Positions in Å, forces in eV/Å.



In the order shown, the computed F_max values come out to 3.778 3.369 0.964 10.148 1.854 1.816 eV Å⁻¹.